(1)
{
  "formula": "C53H58F7O4S",
  "method": "ωB97M-V/def2-TZVPD",
  "e_homo_ev": -5.21,
  "orbital_gap_ev": 6.62,
  "charge": -1,
  "multiplicity": 1,
  "species": ["C", "O", "C", "C", "C", "C", "C", "C", "C", "C", "C", "C", "S", "O", "O", "O", "H", "H", "H", "H", "H", "H", "H", "H", "H", "H", "H", "H", "H", "H", "H", "H", "H", "H", "H", "H", "H", "H", "H", "F", "C", "C", "C", "C", "C", "C", "H", "H", "H", "H", "H", "F", "C", "C", "C", "C", "C", "C", "H", "H", "H", "H", "H", "F", "C", "C", "C", "C", "C", "C", "H", "H", "H", "H", "H", "F", "C", "C", "C", "C", "C", "C", "H", "H", "H", "H", "H", "F", "C", "C", "C", "C", "C", "C", "H", "H", "H", "H", "H", "F", "C", "C", "C", "C", "C", "C", "H", "H", "H", "H", "H", "F", "C", "C", "C", "C", "C", "C", "H", "H", "H", "H", "H"],
  "positions_angstrom": [[-6.19021, 5.13713, -6.10231], [-6.41714, 3.74078, -6.31740], [-5.44465, 3.06646, -5.47862], [-5.33638, 1.51667, -5.74731], [-4.04189, 0.82992, -5.05032], [-3.60024, 1.73493, -3.86321], [-2.57379, 1.02885, -2.87783], [-2.32521, 2.07533, -1.70758], [-2.35092, 1.44794, -0.26684], [-3.67455, 1.79221, 0.50918], [-4.88350, 0.88173, 0.09061], [-6.23355, 1.66757, 0.10715], [-6.91691, 1.95497, -1.57151], [-8.37934, 2.14600, -1.52465], [-6.55149, 0.83747, -2.46615], [-6.32280, 3.29829, -2.03195], [-5.88168, 5.30326, -5.03668], [-7.10565, 5.73919, -6.26778], [-5.31545, 5.48826, -6.71424], [-4.47549, 3.60037, -5.65354], [-5.79400, 3.21093, -4.42359], [-6.25338, 1.03308, -5.34810], [-5.30900, 1.37372, -6.85415], [-4.40299, -0.16245, -4.68857], [-3.27305, 0.68494, -5.83845], [-3.08970, 2.66770, -4.19468], [-4.49319, 1.94673, -3.22807], [-2.96139, 0.05592, -2.51265], [-1.60595, 0.94739, -3.42613], [-3.17834, 2.80010, -1.74645], [-1.40398, 2.65116, -1.93473], [-2.14441, 0.35592, -0.29713], [-1.54027, 1.96070, 0.31560], [-3.91522, 2.87895, 0.44861], [-3.45715, 1.58597, 1.59098], [-4.68340, 0.44369, -0.91055], [-4.96436, 0.03655, 0.81695], [-7.04182, 1.17703, 0.69619], [-6.08829, 2.66516, 0.58128], [1.19742, 2.61763, -2.41071], [1.78092, 1.82877, -1.49149], [3.01492, 2.18616, -0.98027], [3.61583, 1.37359, -0.02711], [2.98186, 0.20993, 0.39499], [1.74397, -0.13799, -0.13220], [1.13608, 0.67814, -1.07672], [3.49687, 3.09184, -1.32725], [4.57925, 1.64734, 0.38638], [3.45243, -0.42322, 1.13261], [1.25152, -1.04628, 0.19310], [0.16751, 0.42599, -1.49097], [-6.99888, -2.30630, -5.95373], [-8.19846, -1.79424, -5.61062], [-8.26907, -0.84621, -4.60715], [-9.50264, -0.31657, -4.25854], [-10.65296, -0.74919, -4.91056], [-10.56835, -1.70670, -5.91445], [-9.33234, -2.23013, -6.27211], [-7.36560, -0.52480, -4.10283], [-9.56504, 0.43346, -3.47759], [-11.61677, -0.33762, -4.63441], [-11.46520, -2.04617, -6.41935], [-9.24483, -2.97068, -7.05792], [3.28836, -1.70070, 2.46172], [3.22871, -1.45316, 3.78710], [3.53970, -0.18899, 4.25231], [3.47398, 0.06712, 5.61501], [3.10859, -0.94635, 6.49433], [2.80351, -2.21270, 6.01130], [2.85850, -2.46756, 4.64810], [3.82967, 0.58448, 3.55180], [3.70758, 1.05403, 5.99200], [3.06192, -0.74695, 7.55809], [2.52287, -3.00218, 6.69631], [2.61660, -3.44166, 4.25261], [3.13188, -5.13362, 5.47001], [3.58481, -6.30049, 4.97170], [2.89417, -7.46686, 5.24182], [3.36182, -8.66644, 4.72264], [4.51765, -8.68550, 3.95024], [5.20270, -7.50528, 3.69167], [4.73097, -6.30347, 4.20072], [2.00058, -7.43228, 5.85230], [2.82598, -9.58634, 4.92065], [4.88385, -9.62304, 3.54970], [6.10305, -7.52091, 3.09438], [5.24673, -5.37165, 4.00284], [5.57370, 0.56284, 8.54387], [6.42234, 1.51755, 8.12877], [5.93436, 2.59405, 7.40826], [6.81138, 3.58268, 6.98371], [8.16609, 3.48044, 7.27329], [8.64414, 2.39305, 7.99238], [7.76792, 1.40810, 8.42797], [4.87731, 2.65464, 7.18374], [6.43830, 4.43258, 6.42619], [8.84964, 4.25070, 6.93732], [9.70089, 2.31155, 8.21458], [8.12229, 0.55811, 8.99731], [-3.02683, 2.79845, -7.45441], [-2.19714, 3.75588, -7.88591], [-2.70759, 4.81391, -8.61565], [-1.84768, 5.80965, -9.05873], [-0.48881, 5.73068, -8.77648], [0.01034, 4.65911, -8.04618], [-0.84865, 3.66729, -7.59256], [-3.76804, 4.85307, -8.83167], [-2.23672, 6.64716, -9.62452], [0.18147, 6.50676, -9.12669], [1.06965, 4.59595, -7.82965], [-0.47972, 2.82941, -7.01450], [7.80654, -7.21217, 4.68191], [8.34020, -6.15031, 5.31198], [8.63724, -6.24171, 6.65870], [9.19173, -5.14632, 7.30660], [9.43211, -3.97176, 6.60359], [9.12377, -3.89312, 5.25154], [8.57918, -4.99062, 4.59866], [8.43487, -7.16253, 7.19097], [9.43568, -5.20802, 8.35975], [9.86070, -3.11652, 7.11181], [9.30723, -2.97650, 4.70511], [8.34023, -4.95078, 3.54315]],
  "mulliken_charge": [-0.59, -0.52, -0.24, -0.17, -0.81, 0.42, -0.82, -0.72, -0.84, -0.95, -0.13, -1.03, 1.23, -0.75, -0.60, -0.76, 0.26, 0.33, 0.13, 0.22, 0.35, -0.16, 0.34, 0.34, 0.25, 0.26, -0.42, 0.34, 0.48, 0.47, 0.39, 0.43, 0.25, 0.46, 0.37, 0.09, 0.38, 0.31, 0.40, -0.30, 0.08, -0.42, -0.63, -0.39, -0.70, 0.10, 0.42, 0.38, 0.72, 0.40, 0.39, -0.32, 0.27, -0.32, -0.42, -0.56, -0.33, -0.44, 0.56, 0.46, 0.39, 0.34, 0.40, -0.40, 0.50, -0.52, -0.10, -0.57, -0.44, -0.55, 0.43, 0.31, 0.37, 0.39, 0.54, -0.20, 0.32, -0.52, -0.38, -0.63, -0.31, -0.29, 0.42, 0.37, 0.36, 0.36, 0.49, -0.29, 0.32, -0.24, -0.53, -0.43, -0.37, -0.41, 0.43, 0.36, 0.37, 0.36, 0.42, -0.20, 0.24, -0.23, -0.49, -0.48, -0.42, -0.41, 0.47, 0.35, 0.36, 0.36, 0.44, -0.30, 0.32, -0.47, -0.37, -0.50, -0.43, -0.20, 0.41, 0.36, 0.38, 0.36, 0.44]
}

(2)
{
  "formula": "C26H22F3I2IrN5OS",
  "method": "ωB97M-V/def2-TZVPD",
  "e_homo_ev": [-12.15, -13.84],
  "orbital_gap_ev": [5.89, 4.91],
  "de_lowest_kcal_mol": 41.4,
  "charge": 2,
  "multiplicity": 6,
  "species": ["Ir", "F", "C", "F", "F", "C", "C", "C", "C", "N", "C", "S", "H", "H", "H", "C", "C", "O", "N", "C", "C", "C", "C", "C", "C", "N", "H", "H", "H", "H", "H", "H", "H", "H", "H", "H", "C", "C", "C", "C", "C", "C", "N", "N", "C", "C", "C", "C", "C", "C", "H", "H", "H", "H", "H", "H", "H", "H", "H", "I", "I"],
  "positions_angstrom": [[0.40310, -0.28090, 0.30020], [-3.24170, 3.58280, 0.51450], [-2.45920, 4.21240, -0.37040], [-2.92780, 3.91470, -1.59140], [-2.61710, 5.51670, -0.18660], [-1.01540, 3.79060, -0.23330], [-0.00460, 4.73330, -0.13940], [1.30870, 4.29340, -0.01920], [1.55940, 2.93090, 0.03170], [0.59110, 2.02890, -0.06420], [-0.67700, 2.43260, -0.21640], [-1.78610, 1.12230, -0.39170], [-0.24680, 5.78740, -0.16110], [2.11990, 5.00120, 0.03650], [2.56390, 2.55190, 0.14650], [-3.35850, -3.10420, 0.86170], [-2.09660, -2.54030, 0.27690], [-1.44980, -1.66000, 0.84620], [-1.73560, -3.05730, -0.90510], [-0.50960, -2.68400, -1.58790], [0.65890, -3.21000, -0.79320], [1.08450, -4.52180, -0.95680], [2.08180, -5.01740, -0.13610], [2.60320, -4.18440, 0.84240], [2.13540, -2.88870, 0.94100], [1.19370, -2.40390, 0.12720], [-4.18830, -2.42950, 0.65490], [-3.26730, -3.19200, 1.94140], [-3.59890, -4.07490, 0.43770], [-2.32060, -3.76620, -1.32000], [-0.45440, -1.58540, -1.66650], [-0.52090, -3.10870, -2.58920], [0.61930, -5.13640, -1.70980], [2.43410, -6.03120, -0.23070], [3.35660, -4.53460, 1.52810], [2.51350, -2.22820, 1.70900], [-2.56850, 0.53400, 5.30720], [-2.83760, 0.63050, 3.93780], [-1.82220, 0.57870, 3.01880], [-0.48040, 0.42260, 3.43820], [-0.22070, 0.32210, 4.83380], [-1.25140, 0.36790, 5.73520], [0.51990, 0.37540, 2.54160], [1.75810, 0.58210, 2.91100], [2.69900, 0.51130, 1.98680], [4.04640, 0.87490, 2.24380], [4.98370, 0.78620, 1.24320], [4.64300, 0.32100, -0.02690], [3.32260, -0.05210, -0.30090], [2.35690, 0.06660, 0.66220], [-3.37080, 0.60240, 6.02520], [-3.85240, 0.78050, 3.60600], [-2.02910, 0.68590, 1.95840], [0.79830, 0.16550, 5.14530], [-1.04230, 0.26420, 6.78830], [4.30560, 1.22250, 3.23040], [5.99960, 1.08870, 1.43880], [5.38600, 0.25220, -0.80530], [3.05920, -0.39780, -1.29260], [-0.42640, 0.85420, -3.60530], [-0.60090, 1.52390, -6.17710]],
  "mulliken_charge": [2.24, -0.19, 0.68, -0.22, -0.28, -0.07, -0.40, -0.98, 0.01, -0.41, 0.52, -0.09, 0.58, 0.51, 0.28, -1.28, 0.50, -0.64, 0.01, -1.02, 1.06, -0.99, -0.43, -0.91, -0.14, 0.10, 0.29, 0.33, 0.44, 0.30, -0.42, 0.75, 0.50, 0.45, 0.47, 0.39, -0.45, -1.11, 0.26, 0.35, -0.42, -0.64, 0.38, -0.92, 1.00, -0.48, -0.61, -0.88, -0.47, -0.14, 0.45, 0.47, 0.24, 0.50, 0.42, 0.54, 0.45, 0.49, 0.45, 0.15, 0.04]
}

(3)
{
  "formula": "C17H20Br12FN4O2PS",
  "method": "ωB97M-V/def2-TZVPD",
  "e_homo_ev": -8.73,
  "orbital_gap_ev": 8.61,
  "charge": 0,
  "multiplicity": 1,
  "species": ["N", "C", "C", "P", "C", "C", "S", "C", "N", "N", "C", "O", "C", "C", "O", "F", "C", "C", "C", "C", "N", "C", "H", "H", "H", "H", "H", "H", "H", "H", "H", "H", "H", "H", "H", "H", "H", "H", "C", "Br", "Br", "Br", "H", "C", "Br", "Br", "Br", "H", "C", "Br", "Br", "Br", "H", "C", "Br", "Br", "Br", "H"],
  "positions_angstrom": [[1.44423, -3.08443, 4.43502], [1.19491, -2.61686, 3.29022], [1.40380, -1.13959, 3.06069], [0.74024, -0.50653, 1.42771], [-1.05810, -0.92819, 1.96306], [-2.14177, -0.41034, 1.01928], [-2.38335, 1.40030, 0.93818], [-1.81929, 2.11786, 2.43103], [-2.29361, 3.28572, 2.74210], [-1.65274, 3.64839, 3.92346], [-0.87144, 2.67576, 4.22775], [-0.90773, 1.66172, 3.31812], [0.66341, -1.70150, -0.00766], [1.01045, -1.09727, -1.31892], [0.97287, 0.05712, -1.58737], [1.38529, -1.99280, -2.23369], [2.51356, 0.07606, 0.92649], [2.77359, 1.43085, 0.89212], [4.06928, 1.80606, 0.55380], [4.97936, 0.80165, 0.26794], [4.74970, -0.50604, 0.31693], [3.50301, -0.85095, 0.64444], [1.24684, -4.08341, 4.46565], [0.80531, -3.26572, 2.50270], [0.84771, -0.61048, 3.83465], [2.44917, -0.89253, 3.21121], [0.35247, 0.85869, 1.35810], [-1.23904, -0.62236, 2.98911], [-1.16171, -2.01932, 1.97792], [-2.00404, -0.76390, -0.00203], [-3.09185, -0.83196, 1.34338], [-0.25585, 2.65288, 5.10678], [-0.35021, -2.09004, -0.12721], [1.27419, -2.58585, 0.16712], [2.01460, 2.16368, 1.13774], [4.35670, 2.84488, 0.51002], [5.97903, 1.10532, -0.02479], [3.30481, -1.91389, 0.70409], [-2.24862, -1.09821, -4.20358], [-1.83976, -0.86249, -6.06828], [-2.64501, -2.93788, -3.78610], [-0.83875, -0.41133, -3.06355], [-3.14706, -0.52927, -4.00603], [5.83300, -4.08401, -0.59988], [6.18575, -5.97546, -0.50559], [4.14416, -3.73038, -1.46052], [5.96542, -3.24836, 1.12689], [6.60024, -3.64849, -1.22299], [-4.36847, 6.54010, 0.38816], [-3.42643, 4.91021, 0.80812], [-6.22307, 6.20923, -0.02323], [-4.17742, 7.83634, 1.79836], [-3.92123, 6.96779, -0.49726], [-5.65113, 0.04681, -7.88845], [-5.36210, -1.85513, -7.86376], [-7.35677, 0.49880, -8.65548], [-5.43572, 0.82056, -6.13906], [-4.89086, 0.47821, -8.52286]],
  "mulliken_charge": [-0.67, -0.15, -1.03, 2.07, -1.63, -0.47, -0.24, 0.31, -0.12, -0.62, 0.00, -0.03, -1.04, 0.30, -0.51, -0.30, -1.08, -0.62, -0.55, -0.55, -0.28, 0.46, 0.29, 0.36, 0.50, 0.75, -0.65, 0.71, 0.67, 0.12, 0.63, 0.48, 0.83, 0.53, 0.46, 0.43, 0.36, 0.19, -0.28, -0.04, -0.06, 0.11, 0.28, -0.33, -0.05, 0.00, -0.03, 0.41, -0.36, 0.17, -0.03, -0.04, 0.32, -0.31, -0.01, -0.04, 0.00, 0.35]
}